Here is a structure of composition C26H37NO7P2PdSSi from OMol25. Energies are from the ωB97M-V functional and the def2-TZVPD basis.

Each line ends with the Mulliken charge.
Element x y z (Å)
Pd1 -0.024 -0.569 -0.902  -0.91
N1 -2.547 1.694 -4.428  -0.10
C1 -2.000 1.557 -3.018  0.27
C2 -2.535 2.707 -2.186  -1.79
P1 -2.719 -0.079 -2.514  1.10
O1 -2.144 -1.003 -3.705  -0.74
O2 -4.182 0.047 -2.659  -0.90
O3 -2.073 -0.445 -1.198  -0.54
P2 -0.140 1.540 -3.061  1.40
O4 0.075 2.294 -4.498  -0.65
O5 0.284 0.098 -3.215  -1.15
O6 0.416 2.368 -1.966  -0.82
H1 -3.569 1.707 -4.360  0.41
H2 -2.291 0.857 -4.963  0.39
H3 -2.174 2.523 -4.889  0.37
H4 -3.627 2.688 -2.170  0.49
H5 -2.179 3.670 -2.561  0.52
H6 -2.170 2.604 -1.167  0.15
H7 -1.163 -0.986 -3.663  0.46
H8 0.682 3.033 -4.372  0.38
C3 3.957 -0.414 -3.648  -1.21
C4 4.329 -0.282 -2.175  -0.50
C5 3.146 0.163 -1.317  -0.37
S1 2.112 -1.228 -0.801  1.27
O7 2.217 -2.327 -1.781  -0.72
C6 3.055 -1.755 0.650  -0.02
C7 2.813 -3.220 0.979  -0.92
C8 1.386 -3.525 1.409  -0.61
H9 4.817 -0.733 -4.239  0.44
H10 3.613 0.545 -4.042  0.26
H11 3.156 -1.139 -3.779  0.26
H12 5.126 0.455 -2.054  0.48
H13 4.726 -1.232 -1.807  0.25
H14 2.484 0.843 -1.852  0.11
H15 3.451 0.643 -0.386  0.29
H16 2.798 -1.084 1.469  -0.44
H17 4.098 -1.591 0.370  0.72
H18 3.513 -3.481 1.777  0.42
H19 3.079 -3.823 0.110  0.34
H20 1.081 -2.913 2.260  0.08
H21 1.280 -4.572 1.693  0.46
H22 0.685 -3.334 0.595  0.12
C9 -2.992 -3.569 3.288  -0.52
C10 -2.645 -3.664 1.948  -0.80
C11 -1.919 -2.647 1.344  -0.45
C12 -1.524 -1.520 2.065  0.23
C13 -1.909 -1.428 3.406  -0.02
C14 -2.628 -2.445 4.017  -0.81
Si1 -0.604 -0.103 1.260  1.60
C15 -1.788 1.358 1.243  0.69
C16 -3.156 1.116 1.077  -0.22
C17 -4.074 2.155 1.084  -0.74
C18 -3.642 3.464 1.256  -0.60
C19 -2.290 3.724 1.429  -0.69
C20 -1.375 2.679 1.425  -0.32
C21 0.932 0.407 2.222  0.60
C22 1.322 -0.187 3.423  -0.38
C23 2.514 0.168 4.045  -0.74
C24 3.335 1.132 3.478  -0.83
C25 2.960 1.741 2.287  -1.11
C26 1.774 1.377 1.665  -0.06
H23 -3.556 -4.363 3.761  0.38
H24 -2.944 -4.529 1.369  0.41
H25 -1.669 -2.720 0.292  0.35
H26 -1.658 -0.543 3.982  0.48
H27 -2.913 -2.357 5.058  0.42
H28 -3.506 0.102 0.927  0.35
H29 -5.127 1.941 0.947  0.43
H30 -4.358 4.277 1.261  0.38
H31 -1.945 4.740 1.571  0.43
H32 -0.328 2.911 1.573  0.22
H33 0.702 -0.953 3.873  0.29
H34 2.801 -0.312 4.973  0.45
H35 4.264 1.408 3.961  0.37
H36 3.595 2.495 1.838  0.48
H37 1.510 1.835 0.715  0.67

Atoms 1-3, force components in eV/Å:
Pd -0.1748 -0.0857 -0.0494
N 0.0037 -0.0424 0.0143
C 0.0489 -0.0709 0.0218

Properties
total charge	0
E_HOMO	-8.36	eV
Kohn-Sham gap	0.3128	hartree
ΔE to the lowest compared entry with this formula, charge and spin	2.7	kJ/mol

=====

Here is a structure of composition C17H23FN8O5Zr from OMol25. Energies are from the ωB97M-V functional and the def2-TZVPD basis.

Each line ends with the Mulliken charge.
Element x y z (Å)
Zr1 3.877 -1.930 -1.659  1.96
N1 3.214 -0.909 -4.042  -0.52
N2 4.271 -1.001 -4.974  -0.22
C1 5.418 -1.561 -4.580  0.69
N3 6.442 -1.728 -5.364  -0.27
N4 5.347 -1.917 -3.260  -0.61
N5 6.242 -2.742 -2.628  1.36
O1 7.285 -3.102 -3.011  -0.44
O2 5.702 -3.056 -1.497  -0.67
H1 2.386 -1.331 -4.459  0.33
H2 3.002 0.077 -3.897  0.33
H3 4.149 -0.625 -5.906  0.19
H4 6.419 -1.459 -6.342  0.24
H5 7.304 -2.135 -5.025  0.21
C2 0.042 0.425 4.541  -0.96
C3 -0.253 -0.879 3.819  -1.04
N6 0.308 -0.884 2.429  0.07
C4 1.510 -1.423 2.264  0.09
C5 2.102 -1.461 1.028  -0.42
C6 3.369 -2.041 0.546  0.64
O3 3.317 -3.126 -0.130  -0.54
O4 4.310 -1.241 0.179  -0.56
C7 1.462 -0.939 -0.106  1.40
O5 2.086 -1.039 -1.296  -0.95
C8 0.208 -0.345 0.069  1.16
C9 -0.519 0.231 -0.996  -0.90
C10 -1.735 0.775 -0.792  0.35
F1 -2.381 1.275 -1.844  -0.31
C11 -2.373 0.809 0.494  -0.91
C12 -1.632 0.269 1.546  -0.69
C13 -0.379 -0.321 1.360  0.19
N7 -3.626 1.334 0.667  0.13
C14 -4.336 2.098 -0.391  -0.60
C15 -5.621 2.709 0.159  -0.97
N8 -5.373 3.261 1.535  -0.10
C16 -5.041 2.159 2.523  -0.71
C17 -4.496 0.940 1.780  -0.65
H6 -0.388 0.380 5.541  0.39
H7 -0.380 1.287 4.021  0.33
H8 1.117 0.579 4.649  0.36
H9 -1.316 -1.088 3.748  0.49
H10 0.190 -1.728 4.331  0.47
H11 1.990 -1.838 3.141  0.57
H12 -0.122 0.220 -2.001  0.52
H13 -2.033 0.328 2.544  0.52
H14 -4.618 1.473 -1.237  0.42
H15 -3.685 2.887 -0.760  0.51
H16 -6.431 1.990 0.249  0.40
H17 -5.954 3.514 -0.490  0.44
H18 -6.187 3.786 1.860  0.37
H19 -4.608 3.936 1.493  0.39
H20 -5.957 1.895 3.047  0.39
H21 -4.336 2.568 3.242  0.41
H22 -5.316 0.333 1.390  0.34
H23 -3.977 0.314 2.493  0.38

Atoms 1-3, force components in eV/Å:
Zr -0.6895 0.7603 -2.1297
N 0.1168 -0.0315 0.1776
N -0.0364 0.0616 -0.1096

Properties
total charge	+4
E_HOMO	-18.66	eV
Kohn-Sham gap	0.2105	hartree
ΔE to the lowest compared entry with this formula, charge and spin	83.9	kJ/mol

=====

Here is a structure of composition C51H57AsN4O3P4S2Tl from OMol25. Energies are from the ωB97M-V functional and the def2-TZVPD basis.

Each line ends with the Mulliken charge.
Element x y z (Å)
Tl1 -1.005 -1.098 0.231  0.65
S1 -0.472 -0.394 3.320  -0.66
P1 1.248 -1.178 2.630  1.03
C1 1.194 -1.568 1.003  -0.35
P2 1.834 -2.715 -0.031  1.37
S2 0.811 -2.837 -1.755  -0.80
C2 3.613 -2.497 -0.453  0.05
C3 4.503 -2.091 0.536  0.88
C4 5.863 -1.999 0.279  -0.63
C5 6.351 -2.319 -0.981  -0.70
C6 5.470 -2.713 -1.980  -0.85
C7 4.108 -2.797 -1.718  -0.58
C8 1.886 -4.398 0.713  0.51
C9 2.986 -5.247 0.633  -0.32
C10 2.949 -6.509 1.215  -0.86
C11 1.813 -6.936 1.883  -0.55
C12 0.709 -6.097 1.964  -0.58
C13 0.749 -4.840 1.385  -0.12
C14 1.726 -2.559 3.742  0.40
C15 3.052 -2.960 3.876  0.07
C16 3.381 -4.083 4.621  -0.70
C17 2.385 -4.814 5.252  -0.49
C18 1.061 -4.410 5.140  -0.68
C19 0.735 -3.290 4.390  -0.78
C20 2.552 0.065 2.984  -0.11
C21 2.811 0.490 4.287  -0.74
C22 3.751 1.479 4.524  -0.77
C23 4.435 2.063 3.459  -0.75
C24 4.177 1.651 2.162  -0.86
C25 3.239 0.651 1.931  1.04
H1 4.122 -1.838 1.515  -0.71
H2 6.539 -1.674 1.061  0.42
H3 7.413 -2.253 -1.187  0.31
H4 5.843 -2.956 -2.968  0.38
H5 3.410 -3.102 -2.489  0.46
H6 3.882 -4.931 0.116  0.35
H7 3.817 -7.155 1.147  0.41
H8 1.786 -7.917 2.344  0.38
H9 -0.181 -6.418 2.491  0.41
H10 -0.108 -4.180 1.459  0.20
H11 3.843 -2.389 3.404  0.17
H12 4.417 -4.386 4.706  0.40
H13 2.639 -5.694 5.831  0.38
H14 0.279 -4.973 5.636  0.42
H15 -0.294 -2.962 4.302  0.36
H16 2.259 0.050 5.111  0.46
H17 3.947 1.807 5.538  0.38
H18 5.164 2.842 3.648  0.38
H19 4.692 2.103 1.323  0.33
H20 3.015 0.324 0.921  0.13
C26 -7.170 -1.410 -1.968  -1.05
N1 -5.913 -1.288 -2.691  0.13
C27 -6.029 -0.521 -3.917  -0.82
P3 -4.522 -1.125 -1.786  -0.24
O1 -4.606 -1.954 -0.579  -0.84
O2 -4.518 0.472 -1.500  1.33
P4 -3.695 1.653 -0.762  -2.41
O3 -2.318 1.814 -1.241  1.27
N2 -3.911 1.401 0.833  0.84
C28 -4.635 0.320 1.482  -0.73
C29 -3.020 2.149 1.721  -0.36
N3 -4.583 3.001 -1.160  0.33
C30 -4.279 3.657 -2.425  -0.68
C31 -5.988 3.034 -0.803  -0.96
N4 -3.288 -1.390 -2.823  0.68
C32 -2.358 -0.416 -3.380  -0.94
C33 -2.821 -2.774 -2.910  -0.84
H21 -7.900 -1.929 -2.595  0.39
H22 -7.588 -0.429 -1.700  0.24
H23 -7.010 -1.988 -1.061  0.29
H24 -6.757 -0.996 -4.578  0.38
H25 -5.067 -0.492 -4.428  0.21
H26 -6.358 0.511 -3.729  0.16
H27 -5.360 -0.129 0.811  0.15
H28 -5.156 0.726 2.354  0.36
H29 -3.954 -0.470 1.811  0.13
H30 -2.506 2.936 1.170  -0.10
H31 -2.265 1.491 2.160  0.01
H32 -3.606 2.609 2.523  0.36
H33 -3.207 3.616 -2.609  -0.10
H34 -4.585 4.704 -2.370  0.41
H35 -4.808 3.189 -3.267  0.25
H36 -6.133 2.574 0.174  0.27
H37 -6.614 2.505 -1.536  0.18
H38 -6.327 4.071 -0.749  0.34
H39 -2.799 0.575 -3.417  0.24
H40 -2.106 -0.730 -4.398  0.44
H41 -1.435 -0.354 -2.797  0.22
H42 -3.587 -3.453 -2.539  0.28
H43 -1.908 -2.923 -2.327  0.18
H44 -2.614 -3.015 -3.957  0.31
C34 5.275 2.141 -1.669  -0.70
C35 4.538 3.267 -1.321  -0.83
C36 3.160 3.181 -1.188  -0.30
C37 2.509 1.970 -1.405  -0.07
C38 3.250 0.848 -1.758  -0.28
C39 4.632 0.932 -1.890  -0.26
As1 0.569 1.734 -1.246  0.94
C40 0.030 3.188 -2.429  0.37
C41 -0.035 3.153 -3.812  -1.08
C42 -0.516 4.256 -4.509  -0.68
C43 -0.937 5.385 -3.817  -0.80
C44 -0.879 5.421 -2.431  -0.57
C45 -0.395 4.321 -1.729  0.27
C46 -0.277 4.215 -0.261  0.43
C47 -0.625 5.199 0.659  -0.65
C48 -0.443 4.969 2.016  -1.06
C49 0.075 3.758 2.462  -0.72
C50 0.408 2.765 1.550  0.25
C51 0.237 2.996 0.195  0.75
H45 6.353 2.207 -1.766  0.39
H46 5.039 4.212 -1.147  0.36
H47 2.588 4.058 -0.903  0.32
H48 2.749 -0.103 -1.917  0.42
H49 5.198 0.047 -2.150  0.38
H50 0.282 2.268 -4.352  0.48
H51 -0.565 4.234 -5.591  0.41
H52 -1.315 6.242 -4.362  0.38
H53 -1.216 6.305 -1.902  0.33
H54 -1.035 6.145 0.324  0.38
H55 -0.713 5.737 2.731  0.33
H56 0.202 3.569 3.521  0.48
H57 0.766 1.812 1.912  -0.14

Atoms 1-3, force components in eV/Å:
Tl -0.0460 0.0527 -0.0239
S 0.0084 -0.0259 0.0056
P -0.0247 0.1102 0.0773

Properties
total charge	-1
E_HOMO	-4.30	eV
Kohn-Sham gap	0.2439	hartree
ΔE to the lowest compared entry with this formula, charge and spin	0.0	kJ/mol

=====

Here is a structure of composition C39H32CeN5O11S3 from OMol25. Energies are from the ωB97M-V functional and the def2-TZVPD basis.

Each line ends with the Mulliken charge.
Element x y z (Å)
Ce1 0.026 -0.068 0.322  -0.98
O1 -0.712 1.242 -1.314  0.03
C1 -1.205 1.280 -2.491  0.48
C2 -2.143 2.284 -2.841  -0.76
C3 -2.668 2.300 -4.090  -0.42
C4 -2.329 1.400 -5.081  -0.96
C5 -1.382 0.459 -4.796  -0.80
C6 -0.848 0.340 -3.477  1.01
C7 -0.035 -0.822 -3.181  -0.77
N1 0.530 -1.093 -2.053  0.74
C8 1.264 -2.342 -1.972  -1.22
C9 0.901 -3.159 -0.746  -0.51
N2 1.056 -2.356 0.452  0.68
C10 1.550 -2.868 1.540  -0.56
C11 1.846 -2.204 2.783  0.79
C12 2.704 -2.893 3.708  -0.83
C13 3.254 -2.226 4.789  -0.79
C14 3.052 -0.858 4.978  -0.60
C15 2.124 -0.209 4.168  -0.53
C16 1.422 -0.857 3.125  0.32
O2 0.469 -0.301 2.481  0.01
H1 -2.467 2.953 -2.029  0.47
H2 -3.415 3.060 -4.327  0.41
H3 -2.809 1.470 -6.054  0.40
H4 -1.072 -0.344 -5.501  0.31
H5 0.036 -1.575 -3.979  0.12
H6 2.327 -2.150 -1.955  0.26
H7 1.155 -2.980 -2.901  0.47
H8 1.442 -4.083 -0.675  0.73
H9 -0.181 -3.426 -0.798  -0.16
H10 1.975 -3.849 1.413  0.21
H11 2.950 -3.880 3.411  0.49
H12 3.910 -2.835 5.390  0.37
H13 3.589 -0.253 5.690  0.47
H14 1.833 0.847 4.310  0.35
O3 -2.969 -1.805 -2.022  -0.80
C17 -2.665 -1.155 -1.038  -0.03
O4 -1.673 -1.418 -0.277  0.54
C18 -3.368 0.096 -0.662  0.50
C19 -4.538 0.467 -1.384  -0.23
C20 -5.307 1.563 -1.016  -0.77
C21 -4.937 2.380 0.052  -0.86
C22 -3.752 2.066 0.718  -0.09
C23 -2.971 0.904 0.471  1.22
O5 -1.968 0.634 1.229  -0.67
N3 -3.357 2.988 1.772  1.02
O6 -4.160 3.321 2.589  -0.65
O7 -2.196 3.349 1.807  -0.56
N4 -6.549 1.775 -1.782  1.03
O8 -7.320 2.606 -1.363  -0.68
O9 -6.741 1.096 -2.758  -0.64
H15 -4.832 -0.098 -2.251  0.63
H16 -5.570 3.228 0.366  0.53
O10 1.860 0.928 0.134  0.18
C24 3.027 1.682 0.256  3.64
C25 4.117 0.677 0.224  -0.44
C26 4.546 -0.058 1.269  -0.46
C27 5.440 -1.129 0.912  -0.90
C28 5.706 -1.110 -0.439  -0.65
S1 4.789 0.117 -1.236  -0.08
C29 2.998 2.512 1.509  -0.82
C30 4.080 2.982 2.204  -0.36
C31 3.714 4.029 3.135  -1.00
C32 2.370 4.245 3.108  -0.58
S2 1.527 3.160 2.087  0.07
C33 3.092 2.620 -0.917  -1.02
C34 2.402 2.472 -2.060  0.12
C35 2.621 3.550 -2.952  -0.86
C36 3.627 4.380 -2.560  -0.43
S3 4.107 3.985 -0.980  -0.15
H17 4.287 0.144 2.302  0.55
H18 5.915 -1.841 1.577  0.43
H19 6.346 -1.731 -0.946  0.59
H20 5.029 2.587 2.058  0.71
H21 4.469 4.560 3.686  0.46
H22 1.791 4.867 3.796  0.47
H23 1.687 1.645 -2.244  0.05
H24 2.200 3.623 -3.969  0.38
H25 4.039 5.262 -3.126  0.36
C37 -3.834 -2.747 1.397  -0.87
N5 -3.147 -3.983 1.057  0.16
C38 -3.798 -4.699 0.006  -0.96
C39 -1.836 -4.175 1.347  0.33
O11 -1.161 -5.122 0.993  -0.65
H26 -4.712 -2.999 2.023  0.36
H27 -4.131 -2.323 0.453  0.36
H28 -3.172 -2.032 1.856  0.17
H29 -4.822 -4.820 0.334  0.35
H30 -3.341 -5.717 -0.056  0.34
H31 -3.743 -4.189 -0.960  0.23
H32 -1.365 -3.352 1.971  0.25

Atoms 1-3, force components in eV/Å:
Ce -0.5833 0.3180 -0.6272
O 0.4312 -0.0461 1.3856
C -0.3177 0.3669 -1.1559

Properties
total charge	-1
E_HOMO	-5.78	eV
Kohn-Sham gap	0.2767	hartree

=====

Number 1: LUMO energy 0.153 eV. Number 2: LUMO energy -12.933 eV. Number 3: LUMO energy 2.336 eV. Number 4: LUMO energy 1.752 eV.